# 1
Here is a molecular structure, C26H26ClCrN4O7S from the Open Molecules 2025 dataset. Energies are from ωB97M-V/def2-TZVPD.

Geometry as XYZ:
```
66
Properties=species:S:1:pos:R:3:forces:R:3
Cr -0.286 0.181 -0.169 0.08 0.30 0.10
O 1.523 -0.676 -2.953 0.12 0.16 0.31
C 0.478 0.117 -3.045 -0.31 0.03 -0.20
O 0.299 1.127 -2.385 0.18 -0.32 0.16
C -0.579 -0.347 -4.038 -0.01 -0.05 -0.01
O -1.825 -0.423 -3.384 0.09 0.06 0.04
C -2.128 -1.718 -2.882 -0.16 0.00 -0.02
C -1.149 -2.335 -1.869 0.18 -0.04 0.10
O -0.918 -3.530 -1.970 -0.08 0.01 -0.05
O -0.666 -1.559 -0.969 -0.06 -0.07 -0.11
H 1.938 -0.524 -2.047 -0.06 -0.05 -0.22
H -0.668 0.402 -4.828 0.04 0.00 0.02
H -0.287 -1.307 -4.472 -0.02 0.00 -0.02
H -3.089 -1.602 -2.379 0.01 -0.07 -0.03
H -2.234 -2.424 -3.710 0.02 -0.01 0.01
O 2.285 -0.604 1.783 0.13 0.32 0.15
C 2.599 -0.698 0.587 -0.26 -0.21 -0.32
O 1.869 -0.368 -0.391 0.12 0.24 -0.02
H 3.572 -1.154 0.323 0.02 0.13 0.03
Cl -4.414 0.384 -0.764 0.06 0.04 0.03
C -3.875 1.718 0.235 -0.11 -0.09 -0.15
C -4.556 2.916 0.114 -0.06 0.11 0.01
C -4.189 4.011 0.881 0.02 -0.04 0.02
C -3.135 3.868 1.778 -0.06 -0.03 -0.05
C -2.469 2.662 1.878 0.01 0.05 0.09
C -2.793 1.533 1.099 0.21 0.00 0.11
C -1.991 0.308 1.187 -0.04 0.03 0.09
H -5.378 2.981 -0.587 -0.01 0.00 0.00
H -4.718 4.949 0.784 0.00 0.01 0.00
H -2.828 4.703 2.396 0.00 0.01 0.01
H -1.648 2.565 2.580 -0.01 -0.01 -0.01
H -2.593 -0.595 1.074 0.05 0.01 -0.12
H -1.504 0.296 2.171 0.01 -0.09 -0.03
N 1.498 3.786 1.346 -0.14 -0.14 -0.09
C 1.305 2.443 1.253 -0.02 -0.03 -0.02
N 0.359 2.134 0.408 0.10 -0.05 0.09
C -0.110 3.340 -0.099 -0.09 -0.05 -0.09
C -1.126 3.586 -1.021 0.08 0.04 -0.01
C -1.401 4.904 -1.316 0.03 0.03 0.02
C -0.687 5.958 -0.718 -0.05 -0.03 -0.03
C 0.323 5.723 0.192 0.01 -0.05 0.01
C 0.594 4.389 0.486 0.07 0.14 0.08
H 2.178 4.239 1.927 0.01 0.00 0.02
H 1.874 1.715 1.813 0.01 -0.02 0.01
H -1.668 2.771 -1.477 -0.01 -0.04 -0.01
H -2.192 5.133 -2.018 -0.01 0.02 0.00
H -0.938 6.979 -0.975 -0.01 0.00 -0.01
H 0.869 6.536 0.653 0.01 0.00 0.01
N -0.166 -2.312 2.445 -0.15 -0.21 -0.07
C 0.369 -3.488 2.002 0.41 0.32 -0.18
S -0.529 -4.870 1.825 -0.08 -0.07 0.18
N 1.712 -3.355 1.774 -0.32 -0.35 0.17
C 2.648 -4.297 1.324 -0.11 0.02 -0.04
C 3.948 -4.193 1.813 0.06 -0.03 0.00
C 4.940 -5.052 1.365 -0.02 0.05 0.02
C 4.643 -6.029 0.429 0.02 -0.04 -0.04
C 3.348 -6.123 -0.066 0.01 -0.01 -0.01
C 2.351 -5.263 0.364 0.00 0.00 0.02
H -1.172 -2.295 2.448 -0.02 0.04 -0.05
H 0.294 -1.450 2.171 0.04 -0.07 0.10
H 2.098 -2.472 2.081 0.08 0.03 0.03
H 4.177 -3.435 2.554 -0.03 0.02 0.01
H 5.945 -4.957 1.757 0.01 0.00 0.00
H 5.413 -6.705 0.081 0.00 0.00 0.00
H 3.108 -6.869 -0.812 0.00 -0.01 -0.01
H 1.352 -5.325 -0.038 -0.02 0.03 -0.03
```
Positions in Å, forces in eV/Å.

Properties
Total charge: -1
Multiplicity: 5
Lowest unoccupied orbital energy (alpha / beta), hartree: 0.0822 / 0.0821
ΔE to the lowest compared entry with this formula, charge and spin, kcal/mol: 9.4
⟨S²⟩: 6.020
Max |F|, eV/Å: 0.55

***

# 2
Here is a molecular structure, C26H26CoFN5O3 in a non-equilibrium geometry from the Open Molecules 2025 dataset. Energies are from ωB97M-V/def2-TZVPD.

Geometry as XYZ:
```
62
Properties=species:S:1:pos:R:3:forces:R:3
Co -0.933 -3.698 0.480 0.74 -0.73 -1.20
F 0.891 2.006 -2.710 -0.07 0.03 0.25
C 0.623 1.928 -1.400 -0.01 0.18 0.03
C 0.258 0.703 -0.927 -0.07 -0.07 0.49
C -0.120 0.517 0.409 0.14 0.32 -0.40
C -0.492 -0.804 0.871 0.57 -0.21 -1.71
O -0.393 -1.799 0.088 -0.09 1.30 0.71
C -0.933 -0.847 2.218 -0.40 -1.15 0.98
C -0.970 0.296 2.984 -0.14 0.41 0.58
N -0.569 1.493 2.566 -0.13 -0.59 0.26
C -0.605 2.620 3.464 -0.29 0.57 0.36
C -0.657 2.462 4.956 0.10 -0.06 -0.05
C 0.609 2.921 4.309 0.15 0.05 0.12
C -0.122 1.643 1.265 0.40 -0.15 -1.41
C 0.328 2.873 0.770 -0.16 0.01 0.29
C 0.699 3.081 -0.567 -0.09 -0.41 -0.14
N 1.098 4.306 -1.029 -0.10 -0.03 -0.07
C 0.840 5.557 -0.349 0.10 0.05 0.16
C 2.162 6.270 -0.064 -0.62 -0.10 0.80
N 2.840 6.563 -1.351 0.26 0.47 -0.12
C 3.043 5.309 -2.120 -0.04 -0.77 -0.60
C 1.708 4.586 -2.315 0.34 0.00 -0.30
C -1.332 -2.147 2.921 0.11 -0.35 -1.04
O -1.547 -2.124 4.102 -0.06 0.42 0.61
O -1.376 -3.174 2.150 -0.52 0.02 1.63
H 0.239 -0.133 -1.607 -0.01 -0.10 -0.11
H -1.355 0.211 3.993 0.07 0.01 -0.05
H -1.161 3.451 3.047 0.05 -0.07 -0.08
H -0.662 1.487 5.412 0.07 -0.18 -0.01
H -1.252 3.180 5.499 -0.09 0.10 -0.11
H 1.425 2.218 4.268 0.06 -0.17 -0.03
H 0.922 3.947 4.419 -0.07 0.13 -0.07
H 0.388 3.689 1.467 0.04 0.12 0.06
H 0.288 5.415 0.576 0.07 0.10 -0.03
H 0.217 6.181 -1.003 -0.05 0.02 0.11
H 2.812 5.619 0.523 0.09 0.12 -0.11
H 1.992 7.192 0.492 0.10 0.08 -0.16
H 3.740 7.031 -1.185 -0.17 -0.03 -0.06
H 2.263 7.214 -1.902 0.18 -0.05 0.11
H 3.737 4.675 -1.567 -0.02 0.17 0.06
H 3.482 5.533 -3.093 0.00 0.18 0.11
H 1.904 3.690 -2.893 0.03 0.16 0.11
H 1.027 5.211 -2.905 0.03 -0.03 -0.05
N 0.592 -5.127 -0.089 0.30 0.30 0.32
C 0.003 -5.995 -1.092 0.09 -0.41 -0.35
C 0.695 -7.033 -1.673 -0.31 0.52 0.28
C 0.080 -7.831 -2.648 -0.31 -0.06 -0.20
C -1.217 -7.601 -3.029 0.22 -0.02 0.07
C -1.959 -6.546 -2.454 0.44 0.22 0.39
C -3.289 -6.248 -2.801 -0.13 0.29 0.19
C -3.933 -5.202 -2.183 0.02 -0.18 -0.11
C -3.251 -4.457 -1.218 -0.01 -0.04 -0.11
N -1.996 -4.700 -0.877 -0.30 0.23 0.10
C -1.331 -5.731 -1.470 -0.08 -0.43 -0.36
H 1.424 -4.677 -0.484 -0.25 -0.10 0.15
H 0.944 -5.696 0.688 -0.17 0.21 -0.12
H 1.715 -7.236 -1.382 0.09 0.00 0.04
H 0.649 -8.627 -3.097 0.01 -0.13 -0.06
H -1.689 -8.222 -3.775 -0.03 -0.08 -0.09
H -3.793 -6.845 -3.548 -0.04 -0.04 -0.04
H -4.953 -4.946 -2.423 -0.04 -0.02 0.00
H -3.745 -3.636 -0.710 0.02 -0.04 -0.02
```
Positions in Å, forces in eV/Å.

Properties
Total charge: +3
Multiplicity: 5
Lowest unoccupied orbital energy (alpha / beta), hartree: -0.3166 / -0.4434
⟨S²⟩: 6.058
Max |F|, eV/Å: 1.82